Record 1
{"formula": "C36H48AsBrClCsF5N3O5Si", "method": "wB97M-V/def2-TZVPD", "total_charge": -2, "e_above_lowest_ev": 0.526, "gap_ev": 4.2, "e_homo_ev": -0.96, "species": ["Cs", "O", "C", "O", "C", "C", "Cl", "N", "N", "C", "C", "O", "O", "C", "C", "C", "C", "C", "C", "H", "H", "H", "H", "H", "H", "C", "As", "C", "C", "O", "H", "H", "H", "H", "H", "H", "H", "H", "H", "C", "C", "C", "C", "Si", "Br", "C", "C", "C", "C", "C", "C", "C", "C", "H", "H", "H", "H", "H", "H", "H", "H", "H", "H", "H", "H", "H", "H", "H", "H", "H", "H", "H", "H", "H", "H", "H", "H", "H", "H", "H", "F", "C", "F", "C", "F", "F", "F", "C", "C", "C", "C", "C", "C", "C", "C", "N", "H", "H", "H", "H", "H", "H"], "xyz": [[0.932351, -2.165927, -0.204713], [-1.642932, -7.809256, 0.245332], [-1.606385, -7.575503, 1.537393], [-1.868692, -8.418973, 2.369971], [-1.210140, -6.200884, 1.932518], [-0.950506, -5.785039, 3.221844], [-0.946539, -6.635248, 4.705238], [-0.548619, -4.500672, 3.183645], [-0.532826, -4.048710, 1.910671], [-0.943020, -5.050432, 1.148394], [-1.029646, -4.805804, -0.351940], [-1.102126, -5.835773, -1.071464], [-0.978236, -3.624303, -0.707339], [-0.203709, -3.571764, 4.212012], [-1.030931, -3.411453, 5.314652], [-0.715072, -2.440870, 6.254093], [0.398660, -1.634737, 6.077047], [1.206177, -1.802913, 4.960796], [0.913959, -2.773977, 4.017085], [-1.416414, -6.958231, -0.303025], [-1.915451, -4.018928, 5.421327], [-1.369707, -2.290066, 7.102196], [0.606044, -0.842011, 6.782000], [2.052622, -1.150857, 4.792220], [1.529480, -2.866933, 3.132369], [5.000271, -1.246325, 3.227416], [4.287604, -1.366244, 1.437388], [5.375131, -2.682567, 0.563677], [4.607603, 0.365212, 0.670339], [2.670645, -1.755554, 1.481506], [6.063546, -1.008333, 3.195180], [4.847499, -2.195355, 3.738158], [4.466814, -0.460349, 3.759418], [6.382386, -2.286925, 0.439751], [4.955754, -2.909428, -0.414242], [5.398891, -3.564141, 1.205825], [5.605723, 0.399068, 0.237941], [4.493378, 1.112404, 1.455588], [3.880241, 0.518750, -0.123237], [1.381274, 2.965856, -4.436997], [0.417947, 3.528882, -3.381229], [1.281669, 3.838573, -2.151359], [-0.141223, 4.853729, -3.920492], [-0.986334, 2.274619, -2.985830], [-0.056215, 0.705098, -1.736013], [-2.399389, 3.014480, -1.908856], [-1.844941, 4.005854, -0.874615], [-3.143686, 1.944444, -1.093069], [-3.429130, 3.766919, -2.764271], [-1.608972, 1.331657, -4.546520], [-0.588946, 0.313298, -5.076166], [-1.950677, 2.288775, -5.697533], [-2.870236, 0.522859, -4.207716], [2.213075, 3.666796, -4.553538], [0.917761, 2.849367, -5.416255], [1.805510, 2.006387, -4.142126], [2.055966, 4.550886, -2.451205], [1.780906, 2.945247, -1.779364], [0.728453, 4.279947, -1.326341], [0.695371, 5.499728, -4.206396], [-0.726838, 5.395994, -3.179505], [-0.762630, 4.722716, -4.806334], [-1.096658, 3.546527, -0.230595], [-2.668127, 4.320754, -0.227132], [-1.418221, 4.903931, -1.320757], [-2.493556, 1.452768, -0.369624], [-3.615349, 1.178259, -1.703855], [-3.931432, 2.444122, -0.522497], [-2.986278, 4.565862, -3.360970], [-4.166450, 4.229684, -2.100670], [-3.976870, 3.108293, -3.437523], [0.350350, 0.755428, -5.398446], [-1.031508, -0.186484, -5.942665], [-0.354794, -0.451424, -4.338148], [-1.069431, 2.797317, -6.089271], [-2.681844, 3.047715, -5.420096], [-2.380710, 1.711952, -6.523255], [-2.700454, -0.170807, -3.384621], [-3.143969, -0.071966, -5.084152], [-3.727087, 1.145933, -3.955036], [3.067708, -1.622656, -3.610539], [4.108969, -1.877895, -2.697948], [3.499067, -1.406700, -1.448576], [5.064797, -0.712831, -2.963965], [6.080447, -0.706972, -2.055016], [4.540344, 0.547994, -2.920869], [5.651372, -0.825143, -4.177648], [-0.620373, 1.137449, 2.106115], [-1.597258, 1.239356, 3.048355], [-2.483644, 2.379377, 3.145615], [-3.430048, 2.492382, 4.116434], [-3.622358, 1.489598, 5.093287], [-2.795459, 0.343864, 5.003192], [-1.847228, 0.213505, 4.038916], [-4.584477, 1.626820, 6.109063], [-5.379092, 1.743785, 6.947069], [0.071677, 0.305975, 2.095407], [-0.458666, 1.927871, 1.384906], [-2.371334, 3.178226, 2.419337], [-4.056527, 3.379736, 4.141178], [-2.926915, -0.464016, 5.718171], [-1.251111, -0.690617, 4.001556]], "atomic_forces_ev_per_a": [[0.0, 1.0, -1.0], [-0.2, -0.5, 0.6], [-0.1, -0.1, -0.3], [0.0, -0.1, 0.1], [0.0, -0.1, 0.1], [0.1, -0.1, 0.4], [-0.1, -0.1, -0.1], [0.1, 0.3, -0.6], [-0.3, -0.1, 0.0], [0.2, 0.3, 0.3], [-0.1, -0.1, 0.3], [-0.1, 0.2, -0.3], [-1.6, -1.4, -0.6], [-0.1, -0.1, 0.0], [0.2, 0.1, 0.0], [0.0, -0.1, 0.0], [0.0, 0.0, 0.0], [0.0, 0.0, 0.0], [0.0, 0.0, 0.2], [0.2, 0.1, -0.4], [-0.1, 0.0, 0.0], [0.0, 0.0, 0.0], [0.0, 0.0, 0.0], [0.0, 0.0, 0.0], [0.0, 0.0, -0.1], [0.1, 0.0, 0.0], [-0.6, 0.0, 0.0], [0.0, 0.0, 0.1], [0.0, 0.0, 0.0], [2.1, 0.3, 1.5], [0.0, 0.0, 0.0], [0.0, 0.0, 0.0], [0.0, 0.0, 0.0], [0.0, 0.0, 0.0], [0.0, 0.0, 0.0], [0.0, 0.0, -0.1], [0.0, 0.0, 0.0], [0.0, 0.0, -0.1], [0.0, 0.0, 0.0], [0.0, 0.0, 0.0], [0.0, 0.0, -0.1], [0.0, 0.0, 0.1], [0.0, 0.0, 0.0], [-0.2, 0.2, -0.2], [0.2, -0.1, 0.2], [0.0, 0.1, 0.0], [0.0, 0.0, 0.0], [0.0, 0.0, 0.0], [0.0, 0.0, 0.0], [-0.1, 0.1, 0.0], [0.1, 0.0, 0.1], [0.0, 0.0, 0.0], [0.0, 0.0, 0.0], [0.1, 0.0, 0.0], [0.0, 0.0, 0.0], [0.0, -0.1, 0.1], [0.1, 0.1, 0.0], [0.0, 0.0, 0.0], [-0.1, 0.0, 0.0], [0.0, 0.0, 0.0], [0.0, 0.0, 0.0], [-0.1, -0.1, -0.1], [0.1, -0.1, 0.0], [0.0, 0.0, 0.0], [0.0, 0.0, 0.0], [0.0, 0.0, 0.0], [0.0, 0.0, -0.1], [-0.1, 0.0, 0.0], [0.1, 0.0, 0.0], [0.0, 0.0, 0.0], [0.0, 0.0, 0.0], [0.0, 0.1, 0.0], [0.0, 0.0, -0.1], [0.0, 0.0, 0.0], [0.0, 0.0, 0.0], [-0.1, 0.1, 0.1], [0.0, 0.0, 0.0], [0.0, 0.0, 0.0], [0.0, 0.0, 0.0], [0.0, 0.0, 0.0], [0.0, -0.1, 0.0], [0.1, 0.3, 0.1], [0.1, 0.0, -0.1], [0.1, -0.1, -0.1], [-0.1, 0.0, 0.0], [0.1, -0.1, 0.0], [-0.1, 0.0, 0.1], [0.2, 0.1, -0.1], [-0.1, 0.0, 0.1], [0.0, 0.1, -0.1], [0.0, 0.1, -0.1], [0.0, 0.0, 0.0], [0.1, -0.2, 0.0], [0.0, -0.1, 0.0], [-0.2, 0.0, 0.1], [0.0, 0.0, 0.0], [0.0, -0.1, 0.0], [0.0, 0.1, -0.1], [0.0, 0.0, 0.0], [0.0, 0.0, 0.0], [0.0, 0.1, 0.0], [0.0, 0.0, 0.0]]}

---

Record 2
{"formula": "C36H48CrN8OSSeTe", "method": "wB97M-V/def2-TZVPD", "total_charge": 2, "e_above_lowest_ev": 0.337, "s_squared": 6.042, "gap_ev": [5.9, 5.9], "e_homo_ev": [-11.57, -11.66], "spin_multiplicity": 5, "species": ["Cr", "N", "C", "C", "C", "C", "C", "C", "S", "N", "C", "C", "C", "C", "C", "C", "N", "H", "H", "H", "H", "H", "H", "H", "H", "H", "N", "C", "C", "C", "N", "C", "C", "N", "C", "H", "H", "H", "H", "H", "H", "H", "H", "H", "H", "H", "H", "H", "H", "H", "H", "C", "N", "C", "Se", "N", "C", "C", "C", "C", "C", "C", "H", "H", "H", "H", "H", "H", "H", "H", "Te", "C", "C", "C", "C", "C", "C", "H", "H", "H", "H", "H", "C", "C", "O", "C", "C", "H", "H", "H", "H", "H", "H", "H", "H", "H", "H"], "xyz": [[-0.129880, -1.329000, 0.604711], [3.143152, 0.592711, 2.484872], [2.790421, 1.470963, 3.551771], [3.781359, 1.990215, 4.361579], [3.437254, 2.830990, 5.413263], [2.107440, 3.126699, 5.657958], [1.115405, 2.589460, 4.846025], [1.458242, 1.776002, 3.778815], [0.162537, 1.178828, 2.726167], [0.967182, -0.069469, 1.872950], [2.253626, -0.184507, 1.835252], [2.786404, -1.281783, 0.950231], [4.113678, -1.667265, 0.913936], [4.488667, -2.697937, 0.059270], [3.523848, -3.312465, -0.717426], [2.210888, -2.879222, -0.613712], [1.852021, -1.880239, 0.191869], [4.119747, 0.368940, 2.407198], [4.820120, 1.743491, 4.177785], [4.212831, 3.244298, 6.042124], [1.834573, 3.769256, 6.482817], [0.073472, 2.810108, 5.042110], [4.859734, -1.209737, 1.547007], [5.519687, -3.020451, 0.018415], [3.769608, -4.127911, -1.382379], [1.405213, -3.347983, -1.167359], [-1.384959, 2.197870, -3.239357], [-0.860375, 3.577234, -3.127785], [0.667381, 3.596596, -3.116561], [1.332295, 3.053672, -1.851026], [1.233235, 1.584731, -1.779769], [0.694219, 3.657700, -0.603598], [-0.827839, 3.591661, -0.595699], [-1.311474, 2.173010, -0.493518], [-1.415273, 4.219266, -1.853688], [-0.825841, 1.653371, -3.886962], [-1.287343, 1.738123, -1.446866], [-2.331007, 2.217021, -3.606043], [-1.187888, 4.176762, -3.982289], [0.978759, 4.638682, -3.222904], [1.052510, 3.074741, -3.998352], [2.379355, 3.377136, -1.878411], [1.734526, 1.259403, -0.956901], [1.701780, 1.168666, -2.577625], [0.952924, 4.718319, -0.560843], [1.104496, 3.203895, 0.304447], [-1.197510, 4.103770, 0.293200], [-2.270578, 2.111243, -0.140396], [-0.761864, 1.615278, 0.164614], [-1.157428, 5.280064, -1.841218], [-2.506645, 4.163688, -1.844753], [-2.630288, -1.224452, -4.622472], [-1.188564, -1.135524, -4.435965], [-0.508328, -1.390121, -3.306824], [-1.303334, -1.768319, -1.661205], [0.804169, -1.239060, -3.580381], [0.985621, -0.884461, -4.915715], [2.116957, -0.599491, -5.664793], [1.908757, -0.246989, -6.987274], [0.622441, -0.182464, -7.536644], [-0.504058, -0.469268, -6.785346], [-0.290896, -0.819621, -5.459960], [-3.102120, -1.361330, -3.654317], [-2.863308, -2.068545, -5.269288], [-2.989740, -0.304521, -5.080506], [1.524283, -1.452633, -2.912702], [3.113220, -0.662239, -5.248730], [2.760135, -0.021438, -7.613708], [0.506897, 0.092921, -8.575335], [-1.494267, -0.431428, -7.216318], [-2.650021, -0.655437, 1.076268], [-3.772150, -0.606501, 2.856686], [-3.636993, 0.424515, 3.780448], [-4.480974, 0.483587, 4.880871], [-5.459164, -0.483732, 5.061594], [-5.588719, -1.513637, 4.142897], [-4.747064, -1.580641, 3.039624], [-2.878401, 1.184524, 3.642345], [-4.378010, 1.289762, 5.595735], [-6.121913, -0.431814, 5.914634], [-6.350402, -2.269910, 4.280356], [-4.857708, -2.383986, 2.323059], [-1.319569, -4.645811, 0.626129], [-0.796696, -4.411850, 2.018472], [0.039466, -3.239052, 2.040971], [0.571894, -2.995106, 3.352266], [-0.413269, -2.287464, 4.261491], [-1.877112, -5.581781, 0.601512], [-0.503426, -4.725977, -0.094661], [-1.990619, -3.844729, 0.315681], [-0.191870, -5.257739, 2.359031], [-1.622662, -4.277467, 2.721262], [1.470235, -2.391462, 3.212013], [0.890743, -3.950762, 3.778296], [-0.783424, -1.371876, 3.798061], [0.070488, -2.028199, 5.204229], [-1.272919, -2.914363, 4.495265]], "atomic_forces_ev_per_a": [[0.0, -0.5, 0.3], [-0.1, 0.1, 0.1], [0.0, -0.1, -0.2], [0.0, 0.0, 0.1], [0.0, 0.0, 0.0], [0.0, 0.0, 0.0], [0.0, 0.0, 0.0], [0.0, 0.1, 0.1], [0.1, 0.0, -0.1], [0.2, 0.1, 0.1], [0.1, -0.2, -0.2], [-0.1, 0.3, 0.2], [0.0, -0.1, -0.1], [0.0, 0.1, 0.1], [-0.1, 0.0, 0.0], [0.0, 0.0, 0.1], [0.3, 0.1, -0.1], [0.0, 0.0, 0.0], [0.0, 0.0, 0.0], [0.0, 0.0, 0.0], [0.0, 0.0, 0.0], [0.0, 0.0, 0.0], [0.0, 0.0, 0.0], [0.0, 0.0, 0.0], [0.0, 0.0, 0.0], [0.0, 0.0, 0.0], [0.0, 0.0, 0.0], [0.0, 0.0, 0.0], [0.0, 0.0, 0.0], [0.1, 0.0, 0.0], [0.0, 0.0, 0.1], [0.0, 0.1, 0.0], [-0.1, 0.0, 0.1], [-0.1, 0.0, 0.2], [0.0, 0.0, 0.0], [0.0, 0.0, 0.0], [0.1, 0.0, 0.0], [0.0, 0.0, 0.0], [0.0, 0.0, 0.0], [0.0, 0.0, 0.0], [0.0, 0.0, 0.0], [0.0, 0.0, 0.0], [0.0, 0.0, 0.0], [0.0, 0.0, -0.1], [0.0, 0.0, 0.0], [0.0, 0.0, 0.0], [0.0, 0.0, 0.0], [0.0, -0.1, 0.0], [0.0, 0.0, -0.1], [0.0, 0.0, 0.0], [0.0, 0.0, 0.0], [0.1, 0.0, 0.0], [0.0, -0.1, -0.1], [0.2, 0.2, 0.4], [-0.2, -0.2, -0.4], [0.0, -0.1, 0.0], [0.0, 0.0, 0.0], [0.0, 0.0, 0.0], [0.0, 0.0, 0.0], [0.0, 0.0, 0.0], [0.0, 0.0, 0.0], [0.0, 0.0, 0.0], [0.0, 0.0, 0.0], [0.0, 0.0, 0.0], [0.0, 0.0, 0.0], [0.0, 0.1, 0.0], [0.0, 0.0, 0.0], [0.0, 0.0, 0.0], [0.0, 0.0, 0.0], [0.0, 0.0, 0.0], [-0.6, 0.4, -0.5], [0.4, -0.1, 0.3], [0.0, -0.1, 0.0], [0.0, 0.0, 0.0], [0.0, 0.0, 0.0], [0.0, 0.0, 0.0], [0.0, 0.0, 0.1], [0.0, 0.0, 0.0], [0.0, 0.0, 0.0], [0.0, 0.0, 0.0], [0.0, 0.0, 0.0], [0.0, 0.0, 0.0], [0.0, 0.0, 0.0], [-0.1, 0.0, 0.0], [0.1, 0.0, -0.1], [0.0, 0.0, 0.1], [0.0, 0.0, 0.0], [0.0, 0.0, 0.0], [0.0, 0.0, 0.0], [0.0, 0.0, 0.0], [0.0, 0.0, 0.0], [0.0, 0.0, 0.0], [0.0, 0.0, 0.0], [0.0, 0.0, 0.0], [0.0, 0.0, 0.0], [0.0, 0.0, 0.0], [0.0, 0.0, 0.0]]}